Below is one molecule with the formula C4H3NOS, with properties calculated with ωB97M-V/def2-TZVPD.

The SMILES is C#CC(=S)/C=N\O. The calculation puts the HOMO energy at -0.333 Eh. The calculation puts the frontier orbital gap at 7.779 eV.

Each atom is followed by the atoms it is bonded to, with distances in Å.
Atoms and positions in Å:
1 C 1.4705 1.9792 -0.0338  C2 1.193, H8 1.085
2 C 1.1492 0.8312 0.0188  C1 1.193, C3 1.447
3 C 0.7426 -0.5544 0.1097  C2 1.447, S4 1.663, C5 1.485
4 S 1.7913 -1.7227 -0.4386  C3 1.663
5 C -0.5243 -1.0269 0.7245  C3 1.485, N6 1.306, H9 1.091
6 N -1.7130 -0.8099 0.2300  C5 1.306, O7 1.384
7 O -1.6525 -0.0935 -0.9527  N6 1.384, H10 0.971
8 H 1.7735 3.0168 -0.1237  C1 1.085
9 H -0.4448 -1.5972 1.6515  C5 1.091
10 H -2.5924 -0.0226 -1.1857  O7 0.971

Want to see where the charge sits? The natural (NBO) charges in e are: atom 1 (C): -0.1418, atom 2 (C): -0.0691, atom 3 (C): -0.1992, atom 4 (S): 0.1193, atom 5 (C): -0.0363, atom 6 (N): -0.0819, atom 7 (O): -0.5542, atom 8 (H): 0.2486, atom 9 (H): 0.2290, atom 10 (H): 0.4856